[1]
Here is a 2-piece molecular cluster, C11H15N overall in a non-equilibrium geometry from the Open Molecules 2025 dataset. Energies are from wB97M-V/def2-TZVPD.

```
27
C11H15N (wB97M-V/def2-TZVPD)
C -3.11 -0.91 0.55
C -1.65 -1.25 0.62
C -1.04 -2.51 0.53
N 0.40 -2.43 0.82
C 0.53 -1.06 1.21
C 1.77 -0.41 1.48
C 1.72 0.94 1.71
C 0.58 1.67 1.47
C -0.68 1.00 1.13
C -0.64 -0.36 1.09
H -3.80 -1.77 0.22
H -3.01 -0.18 -0.35
H -3.30 -0.42 1.54
H -1.43 -3.54 0.38
H 1.12 -2.95 1.05
H 2.70 -0.98 1.34
H 2.82 1.33 1.93
H 0.38 2.67 1.45
H -1.69 1.44 0.97
C 1.14 1.32 -3.12
C 0.97 1.12 -1.59
H 1.97 0.83 -3.58
H 0.30 0.78 -3.65
H 1.24 2.35 -3.38
H 1.74 1.75 -1.00
H -0.04 1.58 -1.31
H 1.00 -0.03 -1.50
```

Results
- DFT total energy: -13137.93977 eV
- 2S+1: 1
- Net charge: 0
- Kohn-Sham gap: 8.72 eV
- LUMO: 0.0341 hartree
- Structure (SMILES): Cc1c[nH]c2ccccc12.CC

Atom charges from the Mulliken analysis, given in e for atoms 1 to 6: -1.094, 0.441, -0.849, -0.118, -0.293, -0.403

=====

[2]
Here is a 2-piece molecular cluster, C11H15N overall in a non-equilibrium geometry from the Open Molecules 2025 dataset. Energies are from wB97M-V/def2-TZVPD.

```
27
C11H15N (wB97M-V/def2-TZVPD)
C -3.01 1.05 -0.37
C -1.63 1.26 -0.66
C -0.93 1.51 -1.79
N 0.43 1.56 -1.60
C 0.70 1.30 -0.25
C 1.88 1.04 0.45
C 1.81 0.61 1.77
C 0.50 0.26 2.39
C -0.60 0.39 1.65
C -0.55 0.98 0.32
H -3.53 2.04 -0.37
H -3.04 0.64 0.70
H -3.67 0.48 -1.10
H -1.27 1.71 -2.83
H 0.98 1.82 -2.41
H 2.90 1.38 0.07
H 2.77 0.35 2.37
H 0.50 -0.44 3.21
H -1.64 0.21 2.01
C 0.29 -2.32 -0.36
C 1.77 -2.18 -0.60
H -0.07 -2.83 0.62
H -0.48 -1.42 -0.10
H -0.34 -2.98 -1.07
H 1.82 -1.74 -1.65
H 2.11 -3.15 -0.58
H 2.31 -1.54 0.17
```

Results
- DFT total energy: -13138.44188 eV
- 2S+1: 1
- Net charge: 0
- Kohn-Sham gap: 8.75 eV
- LUMO: 0.0335 hartree
- Structure (SMILES): Cc1c[nH]c2ccccc12.CC

Atom charges from the Mulliken analysis, given in e for atoms 1 to 6: -1.231, 0.640, -0.643, 0.021, -0.338, -0.908

=====

[3]
Here is a 2-piece molecular cluster, C11H15N overall in a non-equilibrium geometry from the Open Molecules 2025 dataset. Energies are from wB97M-V/def2-TZVPD.

```
27
C11H15N (wB97M-V/def2-TZVPD)
C 0.37 2.88 -0.11
C 0.10 1.53 -0.74
C 0.79 0.97 -1.78
N 0.17 -0.17 -2.22
C -0.96 -0.39 -1.44
C -1.80 -1.48 -1.22
C -2.88 -1.38 -0.36
C -3.13 -0.17 0.31
C -2.19 0.84 0.26
C -1.08 0.73 -0.58
H -0.22 3.69 -0.53
H 1.42 3.11 -0.27
H 0.24 2.80 0.97
H 1.67 1.38 -2.23
H 0.32 -0.52 -3.15
H -1.63 -2.41 -1.76
H -3.58 -2.19 -0.29
H -4.01 -0.05 0.92
H -2.12 1.63 1.00
C 2.69 -0.70 1.70
C 1.95 -2.00 1.54
H 2.21 0.13 1.17
H 2.70 -0.38 2.75
H 3.76 -0.78 1.48
H 2.32 -2.73 2.27
H 2.03 -2.44 0.54
H 0.89 -1.90 1.76
```

Results
- DFT total energy: -13140.26169 eV
- 2S+1: 1
- Net charge: 0
- Kohn-Sham gap: 8.71 eV
- LUMO: 0.0339 hartree
- Structure (SMILES): Cc1c[nH]c2ccccc12.CC

Atom charges from the Mulliken analysis, given in e for atoms 1 to 6: -1.418, 0.585, -0.791, -0.080, -0.377, -0.593

=====

[4]
Here is a 2-piece molecular cluster, C11H15N overall in a non-equilibrium geometry from the Open Molecules 2025 dataset. Energies are from wB97M-V/def2-TZVPD.

```
27
C11H15N (wB97M-V/def2-TZVPD)
C -1.86 1.24 2.96
C -2.20 0.33 1.84
C -3.37 -0.34 1.56
N -3.36 -1.07 0.37
C -2.12 -0.77 -0.18
C -1.70 -1.18 -1.48
C -0.50 -0.59 -1.90
C 0.18 0.29 -1.06
C -0.24 0.69 0.20
C -1.38 0.02 0.66
H -2.07 0.90 3.97
H -2.44 2.18 2.86
H -0.83 1.54 3.00
H -4.04 -0.56 2.33
H -4.11 -1.75 0.10
H -2.50 -1.66 -2.05
H -0.16 -0.76 -2.93
H 1.12 0.71 -1.42
H 0.30 1.42 0.79
C 3.82 0.05 -0.38
C 4.01 -0.31 -1.86
H 4.58 0.79 -0.22
H 2.85 0.57 -0.51
H 3.64 -0.66 0.44
H 4.07 -1.33 -2.20
H 4.92 0.13 -2.26
H 3.36 0.12 -2.60
```

Results
- DFT total energy: -13139.13841 eV
- 2S+1: 1
- Net charge: 0
- Kohn-Sham gap: 8.70 eV
- LUMO: 0.0352 hartree
- Structure (SMILES): Cc1c[nH]c2ccccc12.CC

Atom charges from the Mulliken analysis, given in e for atoms 1 to 6: -1.432, 0.626, -0.759, -0.085, -0.097, -0.668

=====

[5]
Here is one molecule with the formula C11H15N3O in a non-equilibrium geometry from the Open Molecules 2025 dataset. Energies are from wB97M-V/def2-TZVPD.

```
30
C11H15N3O (wB97M-V/def2-TZVPD)
C 2.17 -0.68 0.99
C 1.21 0.49 1.17
C -0.14 0.24 0.48
O -0.87 1.33 0.83
C -1.98 1.56 -0.04
C 0.10 -0.09 -1.00
C 0.47 0.91 -1.88
C 0.63 0.65 -3.20
C 0.32 -0.63 -3.73
C 0.02 -1.62 -2.83
C -0.21 -1.35 -1.46
N -0.79 -2.34 -0.77
N -1.09 -2.20 0.41
N -0.79 -1.06 1.07
C -1.35 -0.98 2.42
H 2.09 -1.44 1.78
H 3.13 -0.34 1.26
H 2.23 -1.08 -0.09
H 1.62 1.47 0.66
H 1.10 0.66 2.29
H -2.40 0.54 -0.43
H -1.54 1.96 -0.96
H -2.58 2.12 0.64
H 0.59 1.96 -1.62
H 0.67 1.46 -3.95
H 0.35 -0.92 -4.79
H -0.21 -2.76 -3.06
H -0.80 -0.26 3.08
H -2.36 -0.57 2.23
H -1.03 -1.89 2.97
```

Results
- DFT total energy: -18164.44213 eV
- 2S+1: 1
- Net charge: 0
- Kohn-Sham gap: 8.84 eV
- LUMO: 0.0194 hartree
- Structure (SMILES): CC[C@@]1(OC)c2ccccc2N=NN1C

Atom charges from the Mulliken analysis, given in e for atoms 1 to 6: -1.208, -0.552, 0.575, -0.429, -0.804, 0.080

=====

[6]
Here is a 2-piece molecular cluster, C11H15N3O5 overall in a non-equilibrium geometry from the Open Molecules 2025 dataset. Energies are from wB97M-V/def2-TZVPD.

```
34
C11H15N3O5 (wB97M-V/def2-TZVPD)
O 4.78 -1.86 -0.97
C 4.20 -0.71 -1.37
O 4.64 0.55 -0.73
N 3.15 -0.77 -2.50
C 2.05 -1.65 -1.94
C 0.52 -1.13 -2.30
N 0.30 0.29 -1.74
C 1.56 1.12 -1.74
O 1.26 2.53 -2.07
C 2.68 0.62 -2.86
H 2.15 -1.58 -0.76
H 2.21 -2.77 -2.27
H 0.25 -1.19 -3.44
H -0.21 -1.88 -1.73
H -0.43 0.71 -2.39
H -0.06 0.18 -0.75
H 1.99 1.10 -0.65
H 1.50 3.08 -1.26
H 2.10 0.65 -3.91
H 3.58 1.40 -2.97
O -3.36 -2.19 0.71
N -2.43 -1.42 0.97
O -1.34 -1.39 0.37
C -2.62 -0.46 2.07
C -3.82 -0.48 2.80
C -3.99 0.41 3.86
C -2.97 1.31 4.19
C -1.79 1.33 3.45
C -1.60 0.45 2.39
H -4.62 -1.18 2.56
H -4.91 0.40 4.44
H -3.11 2.00 5.02
H -1.00 2.04 3.71
H -0.67 0.47 1.83
```

Results
- DFT total energy: -26349.91436 eV
- 2S+1: 1
- Net charge: 0
- Kohn-Sham gap: 5.36 eV
- LUMO: -0.0679 hartree
- Structure (SMILES): O=C([O-])N1CC[NH2+][C@H](O)C1.O=[N+]([O-])c1ccccc1

Atom charges from the Mulliken analysis, given in e for atoms 1 to 6: -0.640, 0.458, -0.673, -0.002, -0.489, -0.526